No. 1
60
Properties=species:S:1:pos:R:3:forces:R:3:nbo_charge:R:1 method="wB97M-V/def2-TZVPD" orbital_gap_ha=0.33659 lumo_energy_ev=-0.928 total_charge=0 relative_energy_kcal_mol=106.88 fmax_ev_per_a=2.353 spin_multiplicity=1
O -3.41143 0.40969 -2.41842 -2.14 0.74 -0.62 -0.4956
O 0.23244 0.49429 0.42538 1.00 0.74 1.69 -0.5491
N 1.04811 -1.93907 5.32523 0.21 -0.78 0.66 -0.3331
N 1.39916 5.25643 2.77973 0.40 0.68 0.66 -0.3619
N -6.84010 -4.31321 0.51684 0.55 -1.18 -0.65 -0.3361
N 6.79890 4.59112 2.75536 0.86 -0.46 -0.34 -0.3456
C 0.97038 4.48600 2.05766 -0.49 -0.79 -0.81 0.3045
C 5.83946 5.08888 3.11641 -1.02 0.55 0.41 0.2905
C 0.81076 -1.09578 4.59692 -0.25 0.93 -0.76 0.2863
C -2.96107 -2.45789 -1.52166 0.11 0.64 -0.49 -0.4255
C 3.05570 -2.50125 -1.16417 -0.62 -0.11 0.49 -0.3990
C 3.17791 -0.97535 -1.21620 0.80 -0.29 -0.16 -0.3989
C 2.04606 0.24587 -3.24360 0.44 0.96 0.16 -0.3864
C -0.05194 0.65842 -1.91784 1.69 0.51 0.90 -0.0373
C -2.32357 -0.00320 -2.21199 1.91 -0.90 0.05 0.5215
C 1.29301 1.24104 -2.29433 0.14 -0.68 0.21 -0.4514
C -7.26276 -3.38544 1.01789 -0.66 1.30 0.75 0.2923
C 3.31125 -0.40144 -2.64435 -0.71 -0.74 -0.04 -0.4105
C 0.50563 -0.01406 3.65764 0.01 -0.18 0.17 -0.7238
C 0.41923 3.49335 1.13189 0.06 0.24 0.20 -0.7219
C 4.60450 5.72651 3.58064 0.25 -0.08 -0.05 -0.7179
C -2.07841 -1.24129 -1.38115 -1.24 -0.71 -0.72 -0.0040
C -4.29363 -2.33656 -0.77718 0.18 -0.62 -0.19 -0.6089
C -1.06173 -1.22453 -0.56621 1.39 0.79 0.65 -0.2899
C -1.07134 0.64638 -2.72935 -1.54 -0.37 -0.53 -0.2640
C -7.81720 -2.19711 1.66936 0.09 -0.14 -0.09 -0.7183
C -0.24645 0.03001 -0.55774 -0.53 -1.24 -1.59 0.5500
C 1.72955 -3.05910 -1.74781 0.66 -0.15 0.22 -0.6232
H 0.06899 -0.42254 2.74963 0.03 0.05 -0.04 0.2654
H 1.17365 -3.57256 -0.96347 -0.22 0.17 -0.02 0.2083
H 1.16002 2.21408 -2.76184 -0.05 -0.02 -0.13 0.2261
H 1.33887 -0.49610 -3.60912 0.08 -0.09 -0.02 0.2036
H -8.52965 -1.71170 1.00549 0.00 0.00 0.00 0.2549
H -7.01658 -1.49881 1.90565 -0.01 0.00 0.00 0.2535
H 4.83636 6.47307 4.33770 0.01 0.00 0.00 0.2504
H 3.08871 -2.77783 -0.10613 0.09 -0.03 -0.02 0.2032
H 3.54836 -1.25605 -3.28832 0.12 0.12 -0.08 0.2083
H -4.96877 -3.12083 -1.11633 -0.06 0.02 0.02 0.2311
H 1.41811 0.52098 3.40140 0.00 -0.01 -0.02 0.2528
H -3.10785 -2.61275 -2.59491 -0.26 0.01 0.02 0.2159
H 3.94014 4.98011 4.00840 -0.05 0.02 -0.03 0.2609
H 1.12165 -2.26288 -2.17611 -0.12 -0.14 -0.07 0.1959
H -4.11673 -2.52673 0.28150 -0.13 0.30 0.09 0.2065
H 1.03521 3.44047 0.23672 0.01 -0.04 0.01 0.2541
H 4.09747 -0.72055 -0.68121 -0.10 0.07 0.12 0.2137
H -8.32365 -2.48400 2.58862 0.00 0.00 0.00 0.2552
H -0.59437 3.77378 0.85097 0.00 0.00 0.00 0.2539
H -0.77794 -2.06189 0.05551 -0.02 0.08 0.27 0.2318
H -0.19942 0.68049 4.11131 0.00 0.00 0.02 0.2496
H 0.39913 2.51628 1.60425 0.02 -0.02 -0.05 0.2703
H 1.93338 -3.82387 -2.49680 -0.13 0.16 -0.22 0.2151
H -2.37038 -3.31116 -1.18770 -0.17 -0.08 0.19 0.2147
H 3.91117 -3.00904 -1.61077 0.07 0.25 -0.19 0.2009
H -1.04523 1.07194 -3.72373 -0.22 0.19 0.01 0.2313
H 1.90656 1.39047 -1.40518 -0.14 0.12 0.09 0.2267
H 2.38212 0.83858 -4.09830 -0.15 -0.22 -0.18 0.2148
H 4.10074 6.20916 2.74702 -0.06 -0.02 0.02 0.2609
H 4.17375 0.25758 -2.72758 -0.15 0.27 0.15 0.2110
H -4.77186 -1.37492 -0.94790 0.08 0.06 0.09 0.2219
H 2.36560 -0.54549 -0.62771 -0.04 0.13 -0.17 0.1941

=====

No. 2
63
Properties=species:S:1:pos:R:3:forces:R:3:nbo_charge:R:1 method="wB97M-V/def2-TZVPD" orbital_gap_ha=0.28255 lumo_energy_ev=-0.125 total_charge=0 relative_energy_kcal_mol=32.57 fmax_ev_per_a=0.960 spin_multiplicity=1
S -0.71710 -3.75900 0.28865 -0.17 -0.94 0.01 -0.3457
O 6.41183 3.61736 2.44581 -0.44 0.02 0.01 -0.4753
O -0.11040 1.10870 1.98902 -0.27 0.00 0.12 -0.6580
O 6.91706 2.88226 -0.26124 -0.13 -0.28 -0.08 -0.4792
O -0.76505 -2.71900 -2.69288 -0.29 -0.15 -0.11 -0.7477
N 0.26228 -1.41287 -0.42982 -0.15 0.06 0.24 -0.4421
N -1.19713 -1.41277 1.36727 0.12 0.33 -0.30 -0.6196
N 1.98863 1.90648 2.03471 -0.28 0.04 0.36 -0.5682
N -4.74167 -0.70614 -0.57315 0.01 -0.02 -0.06 -0.4541
C 0.96057 1.25029 1.40902 0.27 0.16 0.08 0.6396
C 3.22697 2.14387 1.50334 0.60 -0.02 -0.57 0.2658
C 4.74036 1.97088 -0.37443 0.13 0.17 0.34 -0.1817
C 1.24059 0.78551 0.05728 0.19 0.00 -0.45 -0.1310
C -3.62584 -1.24551 1.56942 0.17 -0.27 -0.14 -0.4148
C 2.44594 1.03255 -0.50995 -0.50 -0.03 0.22 -0.0993
C -3.93449 -1.68346 0.13540 0.05 0.25 0.15 -0.2274
C 7.70121 3.83750 0.42035 0.14 0.25 0.46 -0.0973
C -0.55658 -2.09810 0.41515 0.16 0.09 0.11 0.3464
C 1.16188 -2.12865 -1.30745 0.00 -0.30 -0.32 -0.2546
C 7.71934 3.53150 1.91556 0.41 -0.05 -0.47 -0.0981
C 4.21738 2.78939 2.23617 0.17 0.03 -0.11 -0.2974
C -7.02874 -1.73350 -0.16629 0.27 0.23 0.02 -0.6386
C -4.71131 -0.90127 -2.01486 0.17 0.18 -0.04 -0.2111
C -3.39580 -0.41815 -2.62351 -0.21 -0.18 0.06 -0.6276
C 0.57769 -2.32725 -2.71884 0.28 0.08 0.10 -0.0661
C -6.08021 -0.53430 -0.04017 -0.17 -0.05 0.02 -0.2050
C -2.34334 -1.90371 2.08824 -0.50 -0.12 0.23 -0.2229
C 3.48786 1.70867 0.18836 0.19 0.26 0.45 -0.1590
C 0.15452 0.01981 -0.65435 0.04 0.14 0.14 -0.2382
C 5.71712 2.62597 0.34475 -0.14 0.02 -0.02 0.1998
C 5.46218 3.01678 1.67647 -0.16 -0.16 -0.09 0.2722
H 4.95878 1.66576 -1.38504 0.04 -0.03 -0.16 0.2287
H -5.98347 -0.26552 1.01419 -0.07 0.08 -0.02 0.1905
H 1.19744 -3.06961 -3.24502 0.05 0.17 0.04 0.1654
H 2.11041 -1.58829 -1.36781 0.02 0.01 -0.01 0.1934
H -0.82609 0.36784 -0.32196 0.07 -0.03 -0.13 0.2401
H -2.58405 -1.11658 -2.43935 0.13 -0.03 -0.01 0.2287
H 8.32203 4.25588 2.46442 -0.01 -0.08 -0.08 0.2067
H -4.39041 -2.68730 0.14230 0.07 -0.01 -0.04 0.1690
H -0.87173 -3.38836 -1.99318 -0.03 0.07 0.07 0.4904
H -7.15737 -2.01551 -1.20852 -0.06 -0.08 -0.09 0.2042
H 1.34493 -3.10788 -0.85818 0.09 0.26 -0.08 0.2487
H -4.44533 -1.50711 2.23952 -0.06 0.06 0.08 0.2024
H 7.28878 4.84309 0.25998 0.07 -0.09 -0.01 0.1815
H 8.70175 3.77849 -0.00933 -0.07 0.05 0.08 0.2070
H -2.39427 -2.98746 1.96013 0.06 0.18 0.14 0.2384
H -3.50823 -0.32035 -3.70057 0.07 -0.01 -0.15 0.2068
H 4.04033 3.11123 3.25001 -0.01 0.04 0.16 0.2257
H 8.11840 2.52110 2.07594 -0.03 0.12 0.02 0.1843
H 2.64266 0.72301 -1.52705 -0.04 -0.06 -0.14 0.2157
H -6.52301 0.32300 -0.55746 0.01 0.00 0.11 0.1888
H -2.20949 -1.67595 3.14949 0.01 -0.07 -0.05 0.2000
H -6.64618 -2.59114 0.38128 -0.02 -0.15 0.04 0.2022
H -5.52698 -0.30948 -2.43884 -0.04 -0.09 0.00 0.1884
H 0.60597 -1.39536 -3.29348 0.09 -0.06 -0.01 0.1621
H -3.13656 0.55260 -2.20789 0.01 0.14 0.03 0.2016
H -2.99460 -1.76483 -0.41189 -0.02 -0.11 0.01 0.2109
H -4.87496 -1.95452 -2.29557 -0.10 0.05 -0.03 0.1665
H -3.50010 -0.16078 1.58509 -0.08 0.06 0.02 0.2092
H -0.96739 -0.43453 1.53384 0.13 -0.03 -0.08 0.4356
H 1.79452 2.23345 2.97442 -0.08 -0.11 -0.17 0.4171
H -8.00134 -1.47278 0.24368 -0.13 -0.02 0.03 0.2106
H 0.22983 0.19405 -1.73117 -0.06 0.03 0.08 0.2155

=====

No. 3
73
Properties=species:S:1:pos:R:3:forces:R:3:mulliken_charge:R:1 method="wB97M-V/def2-TZVPD" orbital_gap_ha=0.10059 lumo_energy_ev=-8.217 total_charge=+1 relative_energy_kcal_mol=364.92 fmax_ev_per_a=4.437 spin_multiplicity=1
Ca -11.22244 17.00384 22.08066 -0.33 -0.57 0.06 1.4021
O -11.00186 9.59003 16.21081 1.33 2.43 -0.91 -0.3333
O -12.92102 12.32877 22.95171 -0.53 -0.11 0.03 -0.5950
O -14.55031 2.48092 21.27770 -0.27 1.31 -0.92 -0.3783
O -21.72591 12.32651 21.39116 -0.27 -1.85 0.00 -0.3170
O -8.41956 9.82630 28.89906 -1.32 2.49 2.81 -0.3358
O -13.58785 1.02027 22.54795 1.27 -0.24 0.49 -0.3461
O -12.83712 8.57560 15.65151 -0.25 -1.06 -1.42 -0.3481
O -21.32987 10.79677 23.01521 -0.04 4.03 -1.13 -0.5666
O -7.40383 8.22953 28.00496 1.32 -3.47 0.39 -0.3509
O -18.41786 20.98571 14.77770 2.80 3.08 0.96 -0.3445
O -14.53204 13.04724 21.69425 0.16 0.20 0.42 -0.5636
O -7.06838 8.55602 30.18552 -0.97 0.49 -1.09 -0.5597
O -19.65502 19.30108 14.83853 -1.97 -1.48 0.02 -0.3513
O -20.22401 21.09001 13.51136 0.87 -1.49 1.32 -0.5635
O -11.40682 7.66841 17.20412 -0.98 1.37 -2.55 -0.5811
O -14.13438 0.39895 20.39131 0.42 2.56 2.80 -0.5477
O -21.07115 13.07742 23.37108 0.80 -0.49 -0.32 -0.3237
C -7.88057 8.94552 26.94514 0.81 -0.59 -3.04 0.4307
C -18.26115 17.62136 15.70022 -0.06 0.10 0.89 -1.3573
C -19.51814 20.50747 14.31031 -1.94 0.65 -1.78 0.7273
C -17.79187 20.18813 15.76699 1.02 0.06 -0.84 -0.3819
C -11.70181 8.50518 16.35049 -0.27 -2.46 3.54 0.6872
C -15.70560 3.67977 23.08633 -0.21 0.09 -0.38 -1.3717
C -7.59708 8.84231 29.13860 1.56 -0.92 2.24 0.7082
C -21.35882 11.96903 22.61008 0.14 -3.63 2.55 0.6565
C -14.06162 1.22463 21.30278 -0.68 -1.12 -1.04 0.6940
C -8.76766 9.93852 27.57945 -1.59 0.94 -1.16 -0.3435
C -14.51703 10.64929 22.00203 -0.25 0.64 0.45 -0.8310
C -12.87846 9.73074 14.78359 0.57 0.88 1.65 0.4661
C -13.68018 2.19997 23.38262 -0.39 -0.30 0.25 -0.4295
C -21.03410 14.23703 22.51697 -2.20 -0.48 0.29 -0.3296
C -11.63356 10.50227 15.30535 -0.27 0.40 -0.35 -0.4562
C -8.49822 8.00986 25.88315 0.30 0.22 0.18 -1.4153
C -18.75434 19.06726 15.93274 -0.84 -1.54 -0.70 0.3922
C -21.42280 13.63390 21.18621 0.58 3.16 -2.36 0.4134
C -13.96889 12.09223 22.30792 0.17 -1.22 -1.11 0.7618
C -14.23247 10.38073 15.00146 0.82 -0.10 -0.51 -1.2982
C -22.59097 14.31983 20.43013 0.23 -1.14 0.63 -1.4263
C -14.36083 3.25054 22.50355 -0.89 -1.72 0.49 0.4690
H -16.30896 4.22203 22.35831 0.20 0.27 0.02 0.3431
H -11.89160 11.45576 15.76618 -0.14 -0.23 0.70 0.2419
H -23.51845 14.06952 20.94512 -0.03 0.40 0.47 0.3764
H -14.96840 9.72153 14.54106 -0.20 0.37 -0.03 0.3350
H -13.74384 9.94328 21.69900 0.24 0.38 -0.07 0.2657
H -22.46849 15.39911 20.33921 0.01 -0.17 -0.19 0.3704
H -14.48519 10.53360 16.05069 0.22 0.01 -0.05 0.3275
H -12.70526 9.62749 13.71240 -0.24 -1.26 0.05 0.2596
H -14.21690 1.87614 24.27434 -0.45 0.18 -0.18 0.2683
H -8.63849 10.96997 27.25155 0.26 -0.04 -0.07 0.2516
H -9.82143 9.71063 27.41899 -0.20 -0.19 0.24 0.2819
H -13.66813 4.08456 22.39097 -0.29 0.02 -0.72 0.2746
H -20.50660 13.72647 20.60303 -0.05 -0.42 -0.70 0.2216
H -19.06857 16.90868 15.86830 -0.21 0.21 -0.14 0.3461
H -19.32528 19.21024 16.85018 -0.04 -0.44 0.10 0.2712
H -15.04994 10.15475 22.81414 0.29 0.41 0.56 0.2738
H -20.09997 14.79713 22.47477 -0.01 -0.38 0.48 0.2783
H -10.94582 10.80386 14.51531 0.15 -0.53 -0.08 0.3125
H -22.74688 13.79270 19.48889 0.41 0.46 -0.34 0.3633
H -17.59370 20.75906 16.67411 -0.07 0.07 -0.18 0.2774
H -17.88267 17.44712 14.69300 -0.03 0.41 -0.01 0.3480
H -8.80020 8.58410 25.00728 -0.17 0.04 0.06 0.3678
H -21.89745 14.84605 22.78497 0.43 0.51 0.63 0.2833
H -14.12034 11.32855 14.47500 -0.74 0.19 -0.02 0.3869
H -6.96440 9.42179 26.59602 -0.18 0.33 -0.92 0.2504
H -12.77733 2.66099 23.78314 0.79 -0.91 -0.54 0.2924
H -17.49401 17.30812 16.40837 0.21 0.29 0.09 0.3734
H -7.81672 7.23674 25.52825 0.42 0.29 0.15 0.3592
H -15.29753 10.69128 21.24232 0.29 0.31 -0.32 0.2859
H -9.33893 7.43354 26.26935 -0.23 0.39 0.21 0.3556
H -16.86622 19.83405 15.31323 0.27 0.08 0.26 0.2631
H -15.56362 4.28379 23.98249 0.16 0.23 -0.12 0.3807
H -16.33716 2.85091 23.40608 0.32 -0.37 -0.15 0.3512